This record from the OMol25 dataset describes C3H7NOS as an isolated structure in a non-equilibrium geometry. The level of theory is ωB97M-V/def2-TZVPD.

```
13
Properties=species:S:1:pos:R:3:nbo_charge:R:1
C 0.901 -0.916 -0.183 -0.481
C -0.191 -0.611 0.844 0.035
C -0.477 -0.814 -0.596 -0.178
N 0.194 2.232 -0.830 -1.012
O -0.731 -1.736 1.559 -0.713
S -0.688 1.184 -1.779 0.212
H 1.630 -0.147 -0.396 0.246
H 1.462 -1.972 -0.175 0.227
H -0.202 0.286 1.349 0.189
H -1.139 -1.602 -0.949 0.241
H 0.633 3.038 -1.226 0.392
H -0.376 2.467 -0.049 0.364
H -1.019 -1.411 2.430 0.477
```

As for the HOMO energy: -0.29338 Ha. As for the HOMO-LUMO gap: 8.48 eV. The strongest force on any atom comes out at 4.1 eV Å⁻¹. The value obtained for the energy above the lowest of the compared OMol25 structures with the same formula, charge and spin is 96.2 kcal per mole. The net charge is 0.

This record from the OMol25 dataset describes a 2-piece molecular cluster, CH3O4S overall in a non-equilibrium geometry. The level of theory is ωB97M-V/def2-TZVPD.

```
9
Properties=species:S:1:pos:R:3:nbo_charge:R:1
C 0.137 0.476 -0.381 -0.269
O -4.270 1.166 -0.213 -0.915
O -4.008 -0.852 1.247 -0.926
O -3.049 -0.848 -1.064 -0.926
O -0.705 1.340 0.241 -0.609
S -3.579 -0.075 0.097 2.211
H 0.219 -0.354 0.340 0.134
H 1.299 0.793 -0.742 0.120
H -0.442 0.061 -1.288 0.180
```

As for the HOMO energy (spin up / spin down): -0.18573 / -0.11018 Ha. As for the HOMO-LUMO gap (spin up / spin down): 8.48 / 5.24 eV. The strongest force on any atom comes out at 3.1 eV Å⁻¹. The value obtained for the energy above the lowest of the compared OMol25 structures with the same formula, charge and spin is 90.4 kcal per mole. The net charge is -1.

This record from the OMol25 dataset describes C40H27F9N4PS3Zr as an isolated structure in a non-equilibrium geometry. The level of theory is ωB97M-V/def2-TZVPD.

```
85
Properties=species:S:1:pos:R:3:lowdin_charge:R:1
Zr -1.135 1.811 -0.264 0.890
N 1.476 4.432 2.212 0.101
C 0.531 3.584 1.777 -0.830
S -0.547 4.154 0.520 0.610
N 0.503 2.416 2.380 0.013
N -0.439 1.563 1.836 -0.146
C -1.024 0.732 2.626 -0.148
C -0.860 0.712 4.102 -0.164
C 0.387 0.724 4.728 -0.038
C 0.474 0.682 6.109 -0.051
C -0.678 0.668 6.883 -0.056
C -1.924 0.695 6.274 -0.055
C -2.014 0.704 4.890 -0.038
C -1.964 -0.230 1.948 -0.200
C -2.539 -1.282 2.618 0.006
C -3.419 -2.120 1.942 -0.001
C -3.712 -1.869 0.618 -0.010
C -3.097 -0.798 0.001 -0.121
N -2.223 0.000 0.637 -0.041
H 1.504 5.378 1.878 0.097
H 2.022 4.179 3.017 0.113
H 1.282 0.773 4.134 0.084
H 1.448 0.674 6.584 0.115
H -0.605 0.645 7.962 0.113
H -2.827 0.706 6.871 0.113
H -2.994 0.735 4.426 0.123
H -2.284 -1.464 3.651 0.125
H -3.875 -2.957 2.457 0.129
H -4.405 -2.482 0.056 0.125
H -3.293 -0.557 -1.031 0.079
S -3.305 2.298 -1.294 0.582
C -2.861 3.318 -2.682 -0.655
C -3.865 4.075 -3.289 -0.117
C -3.573 4.879 -4.376 -0.074
C -2.271 4.934 -4.868 -0.073
C -1.272 4.189 -4.269 -0.115
C -1.556 3.374 -3.171 -0.646
S -0.224 2.432 -2.470 0.569
H -4.874 4.029 -2.898 0.104
H -4.357 5.464 -4.838 0.110
H -2.037 5.563 -5.717 0.110
H -0.256 4.232 -4.644 0.104
F -3.074 -4.655 -4.063 0.153
C -1.984 -4.149 -4.661 -0.597
F -1.215 -5.174 -5.034 0.156
F -2.398 -3.522 -5.770 0.155
C -1.264 -3.201 -3.736 -0.101
C -0.111 -3.581 -3.061 0.019
C 0.495 -2.695 -2.181 -0.064
C -0.055 -1.431 -1.956 -0.348
C -1.192 -1.061 -2.666 -0.104
C -1.799 -1.940 -3.550 0.011
P 0.760 -0.246 -0.812 1.039
C 1.049 -1.190 0.720 -0.365
C 1.873 -0.637 1.700 -0.108
C 2.063 -1.283 2.911 -0.012
C 1.391 -2.465 3.173 -0.102
C 0.545 -3.012 2.223 0.008
C 0.375 -2.377 1.000 -0.069
C 1.509 -3.130 4.521 -0.596
F 0.394 -2.934 5.243 0.148
F 2.535 -2.645 5.228 0.152
F 1.676 -4.452 4.407 0.160
C 2.428 -0.066 -1.573 -0.321
C 3.590 -0.567 -0.982 -0.058
C 4.811 -0.468 -1.633 0.009
C 4.884 0.125 -2.881 -0.105
C 3.737 0.606 -3.489 0.016
C 2.517 0.506 -2.840 -0.092
C 6.224 0.267 -3.558 -0.597
F 6.908 1.302 -3.053 0.159
F 6.976 -0.828 -3.387 0.152
F 6.095 0.471 -4.874 0.151
H 0.318 -4.560 -3.232 0.129
H 1.406 -2.996 -1.675 0.122
H -1.602 -0.067 -2.568 0.046
H -2.679 -1.633 -4.104 0.136
H 2.368 0.313 1.531 0.117
H 2.720 -0.858 3.657 0.127
H 0.020 -3.938 2.433 0.135
H -0.295 -2.813 0.269 0.106
H 3.565 -1.059 -0.023 0.095
H 5.704 -0.865 -1.167 0.132
H 3.788 1.050 -4.473 0.130
H 1.629 0.867 -3.339 0.044
```

As for the HOMO energy: -0.38843 Ha. As for the HOMO-LUMO gap: 6.18 eV. The strongest force on any atom comes out at 1.6 eV Å⁻¹. The value obtained for the energy above the lowest of the compared OMol25 structures with the same formula, charge and spin is 8.2 kcal per mole. The net charge is +1.

This record from the OMol25 dataset describes C25H33N7S5Zn as an isolated structure. The level of theory is ωB97M-V/def2-TZVPD.

```
71
Properties=species:S:1:pos:R:3:lowdin_charge:R:1
Zn -1.446 -0.236 1.393 0.030
C -2.262 -2.433 -1.347 -0.467
C -3.537 -1.650 -1.045 -0.487
S -3.802 -1.189 0.681 0.898
C -3.834 -2.793 1.528 -0.463
C -2.970 -2.839 2.785 -0.481
S -1.219 -2.424 2.581 0.882
C -0.662 -3.591 1.303 -0.438
C 0.083 -2.950 0.135 -0.516
S -0.765 -1.616 -0.737 0.877
H -2.301 -3.440 -0.933 0.073
H -2.170 -2.543 -2.428 0.092
H -3.538 -0.696 -1.575 0.085
H -4.405 -2.206 -1.399 0.098
H -4.865 -3.002 1.809 0.095
H -3.542 -3.562 0.816 0.071
H -3.321 -2.121 3.529 0.068
H -3.041 -3.827 3.240 0.098
H 0.007 -4.300 1.791 0.088
H -1.527 -4.161 0.968 0.073
H 1.013 -2.491 0.475 0.018
H 0.357 -3.726 -0.581 0.091
S -1.124 1.782 0.019 0.747
C 0.546 1.973 -0.024 -0.613
N 1.124 2.970 -0.646 -0.076
C 2.586 3.055 -0.769 -0.075
C 3.141 1.669 -0.913 -0.080
N 2.713 0.879 0.252 -0.076
C 3.671 -0.085 0.843 -0.095
C 3.396 -1.517 0.461 -0.238
C 3.337 -1.911 -0.873 -0.025
C 3.108 -3.239 -1.201 -0.065
C 2.956 -4.188 -0.197 -0.084
C 3.027 -3.804 1.134 -0.075
C 3.237 -2.471 1.462 -0.060
C 1.480 0.971 0.689 -0.617
S 0.922 0.047 1.966 0.793
C 0.389 4.060 -1.336 -0.094
C 0.490 3.906 -2.830 -0.228
C 1.216 4.839 -3.563 -0.043
C 1.342 4.710 -4.940 -0.056
C 0.744 3.643 -5.591 -0.061
C 0.016 2.708 -4.863 -0.064
C -0.114 2.837 -3.490 -0.040
H 2.995 3.572 0.102 0.155
H 2.801 3.639 -1.662 0.136
H 4.227 1.692 -0.933 0.142
H 2.783 1.199 -1.831 0.145
H 3.626 0.025 1.926 0.115
H 4.655 0.242 0.510 0.138
H 3.489 -1.190 -1.669 0.115
H 3.076 -3.540 -2.240 0.118
H 2.803 -5.228 -0.455 0.120
H 2.934 -4.544 1.919 0.119
H 3.292 -2.170 2.502 0.122
H 0.873 4.987 -1.028 0.139
H -0.631 4.063 -0.965 0.090
H 1.673 5.684 -3.060 0.119
H 1.903 5.446 -5.501 0.115
H 0.836 3.541 -6.664 0.114
H -0.460 1.881 -5.374 0.110
H -0.696 2.112 -2.931 0.090
N -3.830 1.272 5.990 0.163
N -3.440 1.350 4.670 -0.267
N -3.972 2.210 3.832 0.165
C -3.392 1.852 2.694 -0.188
N -2.555 0.826 2.874 -0.078
N -2.606 0.508 4.161 0.105
H -4.230 2.167 6.246 0.118
H -3.023 1.019 6.548 0.115
H -3.582 2.347 1.757 0.110
```

As for the HOMO energy: -0.50830 Ha. As for the HOMO-LUMO gap: 7.57 eV. The strongest force on any atom comes out at 0.6 eV Å⁻¹. The value obtained for the energy above the lowest of the compared OMol25 structures with the same formula, charge and spin is 0.0 kcal per mole. The net charge is +2.

This record from the OMol25 dataset describes C2H8N2S2 in the gas phase in a non-equilibrium geometry. The level of theory is ωB97M-V/def2-TZVPD.

```
14
Properties=species:S:1:pos:R:3:nbo_charge:R:1
C -0.927 -0.461 1.099 -0.465
N -0.629 -0.400 -0.364 -0.315
N -1.605 0.428 -0.932 -0.643
C 0.753 0.014 -0.631 -0.280
S 1.989 -1.207 -0.166 -0.003
S 1.213 1.697 0.229 -0.144
H -1.819 -1.152 1.385 0.227
H 0.012 -0.995 1.674 0.219
H -0.950 0.452 1.628 0.194
H -1.226 1.027 -1.662 0.349
H -1.903 1.040 -0.228 0.335
H 0.976 0.368 -1.727 0.245
H 1.915 -1.993 -1.291 0.144
H 2.200 1.182 0.985 0.137
```

Its SMILES is CN(N)C(S)S. As for the HOMO energy: -0.31038 Ha. As for the HOMO-LUMO gap: 9.07 eV. The strongest force on any atom comes out at 5.0 eV Å⁻¹. The value obtained for the energy above the lowest of the compared OMol25 structures with the same formula, charge and spin is 57.0 kcal per mole. The net charge is 0.

This record from the OMol25 dataset describes H24O12 as an isolated structure in a non-equilibrium geometry. The level of theory is ωB97M-V/def2-TZVPD.

```
36
Properties=species:S:1:pos:R:3:nbo_charge:R:1
O 28.623 5.000 -0.047 -0.920
H 27.945 4.729 -0.699 0.466
H 29.028 4.166 0.153 0.501
O 25.448 2.480 -3.198 -0.929
H 25.902 3.244 -2.757 0.471
H 26.027 2.223 -3.940 0.474
O 24.274 2.188 -0.280 -0.937
H 23.638 1.456 -0.459 0.470
H 23.661 2.810 0.055 0.472
O 29.167 2.126 -1.124 -0.917
H 29.277 1.954 -2.119 0.457
H 28.314 2.455 -1.404 0.457
O 25.531 -0.272 -2.234 -0.961
H 25.846 0.703 -2.416 0.459
H 25.329 -0.147 -1.412 0.446
O 25.047 -0.626 -0.100 -0.963
H 25.053 -1.521 0.151 0.503
H 24.699 -0.042 0.656 0.520
O 27.753 0.054 0.644 -0.805
H 28.384 -0.497 0.228 0.505
H 26.928 -0.425 0.502 0.522
O 26.294 -1.755 2.644 -0.983
H 26.500 -1.661 3.653 0.487
H 26.465 -0.853 2.396 0.483
O 26.522 5.029 1.724 -0.989
H 27.038 4.732 2.448 0.457
H 27.289 5.068 1.015 0.496
O 24.896 2.890 2.977 -0.986
H 24.226 3.211 3.549 0.476
H 25.469 3.566 2.598 0.513
O 26.736 0.844 3.442 -0.987
H 26.080 1.467 3.364 0.501
H 27.585 1.160 3.127 0.483
O 26.972 1.944 0.685 -1.149
H 27.501 0.999 0.476 0.460
H 26.379 2.438 -0.033 0.448
```

As for the HOMO energy: -0.33458 Ha. As for the HOMO-LUMO gap: 8.81 eV. The strongest force on any atom comes out at 10.8 eV Å⁻¹. The value obtained for the energy above the lowest of the compared OMol25 structures with the same formula, charge and spin is 145.5 kcal per mole. The net charge is 0.

This record from the OMol25 dataset describes C6H12O in the gas phase. The level of theory is ωB97M-V/def2-TZVPD.

```
19
Properties=species:S:1:pos:R:3:nbo_charge:R:1
C 2.647 -0.257 -0.156 -0.651
C 1.812 0.597 0.757 -0.274
C 0.585 0.242 1.136 0.117
O 0.057 -0.941 0.718 -0.526
C -1.359 -1.023 0.628 -0.059
C -2.004 0.109 -0.181 -0.433
C -1.153 0.581 -1.362 -0.618
H 3.184 -1.030 0.407 0.219
H 2.012 -0.775 -0.883 0.222
H 3.391 0.333 -0.698 0.212
H 2.215 1.534 1.133 0.208
H -0.050 0.861 1.772 0.175
H -1.798 -1.074 1.636 0.171
H -1.533 -1.987 0.141 0.190
H -2.975 -0.254 -0.541 0.212
H -2.222 0.960 0.476 0.198
H -0.169 0.914 -1.026 0.223
H -1.636 1.426 -1.861 0.210
H -1.004 -0.217 -2.096 0.204
```

Its SMILES is C/C=C\OCCC. As for the HOMO energy: -0.31135 Ha. As for the HOMO-LUMO gap: 9.58 eV. The strongest force on any atom comes out at 0.3 eV Å⁻¹. The value obtained for the energy above the lowest of the compared OMol25 structures with the same formula, charge and spin is 28.9 kcal per mole. The net charge is 0.

This record from the OMol25 dataset describes C4H3OP in the gas phase in a non-equilibrium geometry. The level of theory is ωB97M-V/def2-TZVPD.

```
9
Properties=species:S:1:pos:R:3:nbo_charge:R:1
O 2.212 -1.350 0.000 -0.470
C 1.254 -0.628 0.000 0.322
C -0.162 -0.999 0.000 -0.317
C -0.975 0.071 0.000 -0.159
C -0.310 1.354 0.000 -0.617
P 1.375 1.305 0.000 0.557
H -0.459 -2.032 0.000 0.231
H -2.052 0.014 0.000 0.221
H -0.884 2.265 0.000 0.233
```

Its SMILES is O=C1C=CC=P1. As for the HOMO energy: -0.33395 Ha. As for the HOMO-LUMO gap: 7.62 eV. The strongest force on any atom comes out at 1.5 eV Å⁻¹. The value obtained for the energy above the lowest of the compared OMol25 structures with the same formula, charge and spin is 0.0 kcal per mole. The net charge is 0.

This record from the OMol25 dataset describes C50H54GeN3P2ReS2 as an isolated structure in a non-equilibrium geometry. The level of theory is ωB97M-V/def2-TZVPD.

```
113
Properties=species:S:1:pos:R:3:mulliken_spin:R:1
Re -0.318 0.221 -0.298 1.331
N -1.079 0.193 2.620 0.020
P -0.863 1.689 1.824 -0.028
C 0.446 2.548 2.762 -0.005
C 0.494 2.444 4.150 -0.007
C 1.563 2.985 4.842 0.001
C 2.570 3.649 4.159 -0.001
C 2.499 3.796 2.785 0.002
C 1.441 3.244 2.084 0.009
C -2.403 2.505 2.330 -0.017
C -2.459 3.888 2.477 0.002
C -3.658 4.496 2.804 0.002
C -4.805 3.736 2.974 -0.003
C -4.754 2.359 2.820 0.001
C -3.561 1.746 2.488 -0.005
P -0.643 -1.218 1.783 0.048
C -1.770 -2.467 2.499 0.014
C -1.269 -3.537 3.236 -0.001
C -2.131 -4.460 3.800 0.000
C -3.497 -4.322 3.634 0.000
C -4.002 -3.264 2.893 0.000
C -3.146 -2.342 2.319 -0.002
C 0.960 -1.732 2.490 -0.025
C 1.642 -2.792 1.894 0.009
C 2.888 -3.167 2.356 -0.002
C 3.471 -2.476 3.406 0.001
C 2.796 -1.424 4.003 -0.002
C 1.544 -1.048 3.550 0.013
H -1.196 0.160 3.629 -0.008
H -0.305 1.950 4.688 0.000
H 1.610 2.884 5.915 0.000
H 3.407 4.058 4.703 0.000
H 3.284 4.320 2.262 0.000
H 1.378 3.350 1.008 0.004
H -1.564 4.479 2.339 0.000
H -3.702 5.568 2.911 0.000
H -5.736 4.213 3.240 0.000
H -5.649 1.766 2.941 0.000
H -3.521 0.675 2.354 0.004
H -0.207 -3.656 3.378 0.000
H -1.726 -5.289 4.361 0.000
H -4.165 -5.045 4.073 0.000
H -5.067 -3.169 2.749 0.000
H -3.542 -1.526 1.730 0.007
H 1.198 -3.306 1.052 -0.002
H 3.406 -3.991 1.888 0.000
H 4.453 -2.755 3.755 0.000
H 3.247 -0.883 4.820 0.000
H 1.048 -0.202 4.008 0.001
S 1.904 0.169 0.544 -0.135
C 2.763 1.433 -0.254 0.043
C 3.930 1.950 0.302 -0.005
C 4.607 2.975 -0.345 -0.001
C 5.745 3.564 0.254 -0.007
N 6.639 4.046 0.782 -0.003
C 4.128 3.461 -1.583 -0.011
C 2.958 2.951 -2.129 0.007
C 2.257 1.957 -1.459 -0.028
S 0.760 1.376 -2.124 -0.087
C 4.838 4.452 -2.302 -0.002
N 5.391 5.231 -2.931 -0.005
H 4.290 1.565 1.247 0.001
H 2.572 3.341 -3.058 0.001
C -3.940 2.456 -0.835 -0.017
C -2.932 1.619 -1.659 -0.124
C -3.768 0.803 -2.671 -0.022
C -2.235 0.609 -0.800 -0.044
C -1.958 2.578 -2.325 0.021
C -1.279 3.511 -1.542 -0.010
C -0.422 4.431 -2.119 -0.008
C -0.196 4.413 -3.485 0.003
C -0.815 3.454 -4.262 -0.005
C -1.699 2.556 -3.690 0.027
H -4.696 1.824 -0.375 -0.002
H -4.427 3.160 -1.506 0.000
H -3.449 3.015 -0.048 0.003
H -4.578 0.286 -2.161 -0.006
H -3.147 0.072 -3.176 0.021
H -4.209 1.472 -3.404 -0.001
H -3.013 -0.041 -0.365 0.066
H -1.409 3.507 -0.464 0.012
H 0.079 5.162 -1.503 0.000
H 0.474 5.129 -3.936 0.000
H -0.606 3.396 -5.318 0.000
H -2.177 1.829 -4.323 0.002
C -4.760 -3.764 -2.015 0.000
C -3.288 -3.525 -2.327 -0.003
C -2.490 -3.236 -1.060 0.001
C -0.984 -3.232 -1.266 -0.009
Ge -0.140 -1.595 -2.123 -0.059
C -0.741 -1.064 -3.974 0.001
C 0.147 -1.547 -5.114 -0.001
C 0.237 -3.067 -5.211 0.000
C -1.010 -3.722 -5.791 -0.001
H -5.318 -3.961 -2.927 0.000
H -5.195 -2.896 -1.524 0.000
H -4.874 -4.619 -1.354 0.000
H -3.192 -2.685 -3.017 0.000
H -2.877 -4.409 -2.818 0.001
H -2.735 -4.005 -0.323 0.000
H -2.799 -2.273 -0.642 0.007
H -0.684 -4.088 -1.871 0.001
H -0.506 -3.333 -0.287 -0.002
H 1.342 -1.953 -2.202 0.015
H -0.774 0.026 -3.992 0.003
H -1.754 -1.439 -4.111 -0.001
H 1.151 -1.138 -4.985 0.000
H -0.260 -1.150 -6.047 0.001
H 0.424 -3.457 -4.206 0.002
H 1.092 -3.330 -5.834 0.000
H -1.905 -3.415 -5.258 0.000
H -0.928 -4.805 -5.722 0.000
H -1.122 -3.455 -6.839 0.000
```

As for the multiplicity: 2. As for the expectation value of S²: 1.136. As for the HOMO energy (spin up / spin down): -0.39201 / -0.38243 Ha. As for the HOMO-LUMO gap (spin up / spin down): 5.44 / 5.73 eV. The strongest force on any atom comes out at 2.7 eV Å⁻¹. The net charge is +1.